# 1
{
  "formula": "C21H25Cl9N4O5V",
  "method": "wB97M-V/def2-TZVPD",
  "symbols": ["O", "V", "C", "C", "C", "O", "H", "H", "H", "H", "H", "H", "H", "N", "O", "O", "O", "N", "C", "C", "C", "C", "C", "H", "H", "H", "H", "H", "N", "C", "C", "C", "C", "C", "H", "H", "H", "H", "H", "N", "C", "C", "C", "C", "C", "H", "H", "H", "H", "H", "C", "Cl", "Cl", "Cl", "H", "C", "Cl", "Cl", "Cl", "H", "C", "Cl", "Cl", "Cl", "H"],
  "xyz": [[-4.17, 6.21, -7.79], [-4.49, 4.77, -8.46], [-8.72, 4.80, -7.99], [-7.45, 5.41, -7.43], [-7.69, 6.17, -6.13], [-6.42, 4.48, -7.31], [-9.45, 5.58, -8.19], [-9.11, 4.12, -7.23], [-8.63, 4.21, -8.90], [-7.05, 6.13, -8.17], [-6.77, 6.50, -5.65], [-8.23, 5.59, -5.37], [-8.32, 7.05, -6.31], [-6.17, 6.47, -10.84], [-6.80, 6.07, -11.82], [-5.23, 5.75, -10.36], [-6.41, 7.57, -10.30], [-9.55, 1.03, -12.06], [-9.40, 2.15, -11.36], [-8.84, 3.32, -11.82], [-8.32, 3.32, -13.10], [-8.54, 2.22, -13.92], [-9.12, 1.08, -13.33], [-9.64, 2.06, -10.30], [-8.72, 4.19, -11.20], [-7.82, 4.20, -13.49], [-8.03, 2.10, -14.86], [-9.21, 0.15, -13.88], [-4.75, 2.88, -9.64], [-3.98, 1.78, -9.62], [-4.16, 0.68, -10.45], [-5.27, 0.65, -11.26], [-6.09, 1.77, -11.33], [-5.84, 2.81, -10.43], [-3.14, 1.68, -8.94], [-3.55, -0.18, -10.25], [-5.45, -0.28, -11.80], [-6.93, 1.80, -12.00], [-6.50, 3.67, -10.47], [-0.46, 9.29, -8.82], [-1.13, 8.90, -7.72], [-2.47, 8.61, -7.76], [-3.20, 8.73, -8.93], [-2.49, 9.08, -10.08], [-1.13, 9.33, -9.96], [-0.57, 8.80, -6.80], [-3.01, 8.57, -6.82], [-4.28, 8.80, -8.96], [-3.01, 9.11, -11.03], [-0.58, 9.57, -10.86], [-9.31, 6.42, -14.38], [-10.78, 5.78, -13.60], [-9.26, 8.19, -14.25], [-9.15, 5.85, -16.02], [-8.53, 6.12, -13.69], [-7.69, 10.25, -9.75], [-7.48, 10.41, -11.49], [-9.23, 11.02, -9.21], [-6.32, 10.91, -8.84], [-7.72, 9.19, -9.57], [-5.17, 8.06, -14.06], [-5.77, 9.43, -15.02], [-3.44, 8.14, -13.79], [-5.53, 6.51, -14.90], [-5.61, 8.09, -13.07]],
  "lowdin_spin": [-0.31, 1.63, -0.01, -0.02, 0.00, -0.28, 0.00, 0.00, 0.00, -0.01, 0.00, 0.00, 0.00, 0.00, 0.00, 0.00, 0.00, 0.00, 0.00, 0.00, 0.00, 0.00, 0.00, 0.00, 0.00, 0.00, 0.00, 0.00, 0.00, 0.00, 0.00, 0.00, 0.00, 0.00, 0.00, 0.00, 0.00, 0.00, 0.00, 0.00, 0.00, 0.00, 0.00, 0.00, 0.00, 0.00, 0.00, 0.00, 0.00, 0.00, 0.00, 0.00, 0.00, 0.00, 0.00, 0.00, 0.00, 0.00, 0.00, 0.00, 0.00, 0.00, 0.00, 0.00, 0.00],
  "gap_ha": [0.2508, 0.2785],
  "e_tot_ha": -6495.9546,
  "spin_multiplicity": 2,
  "s2": 1.0356,
  "homo_energy_ev": [-9.352, -9.356],
  "de_lowest_kcal_mol": 114.3
}

# 2
{
  "formula": "C3H4N4",
  "method": "wB97M-V/def2-TZVPD",
  "symbols": ["C", "C", "C", "H", "H", "H", "H", "N", "N", "N", "N"],
  "xyz": [[-1.38, 0.04, 0.41], [0.69, -0.28, 1.37], [1.38, -0.04, -0.80], [-1.60, 0.67, -1.63], [-2.51, -0.17, 0.31], [0.96, -0.07, 2.43], [2.24, -0.09, -1.66], [-0.94, 0.56, -0.80], [-0.66, -0.66, 1.28], [1.63, -0.03, 0.49], [0.21, 0.05, -1.40]],
  "lowdin_charge": [-0.16, -0.19, -0.27, 0.16, 0.14, 0.12, 0.15, -0.05, 0.06, 0.05, 0.00],
  "gap_ha": 0.2956,
  "e_tot_ha": -335.6192,
  "homo_energy_ev": -8.726,
  "smiles": "C1=NC=NNC=N1",
  "de_lowest_kcal_mol": 96.7
}

# 3
{
  "formula": "C12H16O6",
  "method": "wB97M-V/def2-TZVPD",
  "symbols": ["C", "C", "C", "O", "C", "C", "C", "O", "O", "O", "H", "H", "H", "H", "C", "C", "O", "C", "H", "H", "H", "H", "H", "H", "C", "C", "O", "C", "H", "H", "H", "H", "H", "H"],
  "xyz": [[-1.23, 0.72, 1.95], [-1.99, 1.17, 0.69], [-2.58, 2.42, 0.60], [-3.13, 2.79, -0.41], [-2.66, 3.23, 1.79], [-2.09, 2.66, 3.11], [-1.22, 1.57, 3.18], [-0.68, 1.26, 4.30], [-2.22, 3.36, 4.33], [-2.09, 0.26, -0.33], [-0.76, -0.31, 1.90], [-3.49, 3.92, 1.87], [-2.95, 4.09, 4.23], [-2.70, 0.67, -1.09], [1.48, 0.64, -1.55], [2.98, 0.34, -1.27], [3.49, 0.21, -0.16], [3.81, -0.12, -2.53], [1.46, 1.26, -2.41], [1.08, 1.23, -0.59], [0.73, -0.26, -1.69], [3.92, 0.91, -2.93], [3.11, -0.67, -3.06], [4.67, -0.78, -2.45], [1.50, -3.05, -0.26], [0.44, -3.17, -1.32], [0.74, -3.26, -2.53], [-0.99, -3.03, -1.03], [2.58, -2.65, -0.39], [1.34, -3.92, 0.40], [1.12, -2.17, 0.36], [-1.16, -3.96, -0.35], [-1.44, -3.13, -1.79], [-1.11, -2.22, -0.58]],
  "lowdin_charge": [0.13, -0.20, -0.45, 0.12, 0.11, -0.14, -0.35, 0.10, 0.04, 0.03, 0.13, 0.11, 0.17, 0.19, -0.03, -0.45, 0.02, -0.01, 0.04, 0.12, 0.11, 0.09, 0.04, 0.08, -0.02, -0.48, 0.04, 0.02, 0.11, 0.09, 0.09, 0.16, -0.02, 0.00],
  "gap_ha": 0.2453,
  "e_tot_ha": -918.0386,
  "homo_energy_ev": -9.331,
  "smiles": "O=C1C=C(O)C(=O)C=C1O.CC(C)=O.CC(C)=O",
  "de_lowest_kcal_mol": 153.5
}

# 4
{
  "formula": "C21H36ClN4O2V",
  "method": "wB97M-V/def2-TZVPD",
  "symbols": ["V", "N", "N", "N", "N", "H", "C", "H", "H", "H", "C", "H", "H", "C", "H", "H", "H", "H", "C", "H", "H", "C", "H", "C", "H", "H", "H", "C", "H", "H", "H", "H", "C", "H", "H", "C", "H", "C", "H", "H", "H", "H", "C", "C", "H", "H", "C", "H", "C", "H", "H", "Cl", "C", "C", "C", "C", "C", "C", "C", "O", "O", "H", "H", "H", "H"],
  "xyz": [[0.00, 0.00, 0.00], [-1.16, -0.73, 1.50], [-0.83, -1.02, -1.52], [1.79, 1.08, 0.86], [1.70, 0.67, -1.31], [-1.99, -2.36, 0.46], [-1.89, -1.99, 1.49], [-2.91, -1.86, 1.92], [-1.37, -2.76, 2.10], [-0.51, -0.84, 3.53], [-1.06, -0.16, 2.84], [-2.06, 0.03, 3.27], [-0.52, 0.80, 2.80], [-0.21, -2.07, -2.33], [-0.10, -1.74, -3.39], [0.79, -2.32, -1.94], [-0.83, -2.98, -2.33], [-2.04, -0.22, -3.09], [-2.13, -0.63, -2.06], [-2.81, -1.51, -2.10], [-2.60, 0.14, -1.42], [2.33, 1.50, 2.15], [2.16, 0.66, 2.85], [1.55, 2.72, 2.67], [0.47, 2.54, 2.64], [1.84, 2.95, 3.71], [1.77, 3.60, 2.04], [3.84, 1.79, 2.13], [4.19, 2.01, 3.15], [4.41, 0.93, 1.74], [4.06, 2.67, 1.50], [3.89, 0.88, -3.96], [3.60, 1.04, -2.91], [3.69, 2.12, -2.69], [4.32, 0.49, -2.27], [2.17, 0.54, -2.69], [2.16, -0.54, -2.94], [1.17, 1.24, -3.62], [0.15, 0.88, -3.43], [1.18, 2.33, -3.45], [1.42, 1.04, -4.68], [3.47, 1.47, -0.40], [2.44, 1.12, -0.29], [1.49, -1.73, 0.57], [1.62, -1.68, 1.67], [0.80, -2.57, 0.35], [2.77, -1.87, -0.13], [2.71, -2.17, -1.19], [4.01, -1.60, 0.36], [4.16, -1.33, 1.41], [4.90, -1.68, -0.27], [-7.06, 0.38, 2.44], [-5.63, 0.97, 1.62], [-5.66, 1.21, 0.25], [-4.52, 1.68, -0.41], [-3.32, 1.88, 0.30], [-3.31, 1.67, 1.68], [-4.46, 1.21, 2.34], [-2.13, 2.38, -0.40], [-2.30, 3.41, -1.20], [-0.97, 1.73, -0.51], [-6.57, 1.04, -0.32], [-4.56, 1.86, -1.48], [-2.42, 1.91, 2.23], [-4.43, 1.05, 3.41]],
  "lowdin_charge": [1.09, -0.26, -0.24, -0.04, -0.03, 0.07, -0.14, 0.09, 0.09, 0.09, -0.15, 0.07, 0.05, -0.13, 0.09, 0.05, 0.10, 0.10, -0.12, 0.10, 0.05, -0.46, 0.13, -0.06, 0.05, 0.08, 0.09, -0.07, 0.09, 0.06, 0.08, 0.08, -0.07, 0.09, 0.07, -0.46, 0.11, -0.06, 0.06, 0.09, 0.08, 0.13, -0.26, -0.17, 0.06, 0.05, -0.28, 0.08, -0.01, 0.05, 0.06, 0.64, -0.65, -0.09, -0.01, -0.17, -0.04, -0.10, -0.48, -0.01, -0.17, 0.10, 0.12, 0.10, 0.10],
  "gap_ha": [0.2420, 0.2425],
  "e_tot_ha": -2595.3569,
  "homo_energy_ev": [-8.087, -8.095],
  "de_lowest_kcal_mol": 23.2
}

# 5
{
  "formula": "C5H20FN10O5",
  "method": "wB97M-V/def2-TZVPD",
  "symbols": ["F", "C", "O", "N", "N", "H", "H", "H", "H", "C", "O", "N", "N", "H", "H", "H", "H", "C", "O", "N", "N", "H", "H", "H", "H", "C", "O", "N", "N", "H", "H", "H", "H", "C", "O", "N", "N", "H", "H", "H", "H"],
  "xyz": [[-17.06, -8.53, 0.46], [-18.42, -9.59, 4.26], [-19.51, -9.67, 3.83], [-18.07, -9.87, 5.45], [-17.47, -8.89, 3.63], [-18.67, -10.35, 6.10], [-17.15, -9.51, 5.69], [-16.53, -8.81, 3.99], [-17.37, -8.69, 2.65], [-14.25, -10.03, 2.47], [-13.11, -10.31, 2.83], [-15.12, -10.85, 2.36], [-14.67, -8.92, 2.08], [-15.96, -10.61, 1.85], [-14.72, -11.77, 2.47], [-15.55, -8.77, 1.62], [-13.94, -8.25, 1.87], [-15.14, -11.82, -1.67], [-16.18, -12.18, -1.94], [-13.97, -12.46, -1.73], [-15.02, -10.64, -1.15], [-13.13, -12.03, -1.36], [-13.88, -13.42, -2.02], [-14.29, -10.59, -0.46], [-15.96, -10.36, -0.91], [-19.74, -5.91, 0.55], [-18.78, -5.22, 0.24], [-19.71, -7.22, 0.67], [-20.95, -5.49, 0.76], [-20.49, -7.78, 0.99], [-18.82, -7.68, 0.55], [-21.05, -4.49, 0.86], [-21.62, -6.07, 1.24], [-19.71, -11.01, 0.37], [-20.70, -11.70, 0.45], [-19.02, -10.82, -0.67], [-19.11, -10.29, 1.27], [-19.51, -10.90, -1.54], [-18.24, -10.17, -0.60], [-19.39, -10.31, 2.24], [-18.47, -9.56, 0.99]],
  "lowdin_charge": [-0.53, -0.79, 0.06, 0.18, 0.18, 0.13, 0.11, 0.09, 0.06, -0.94, -0.01, 0.19, 0.18, 0.12, 0.14, 0.05, 0.13, -0.87, 0.12, 0.16, 0.17, 0.10, 0.10, 0.09, 0.09, -0.78, 0.02, 0.17, 0.14, 0.11, 0.05, 0.11, 0.10, -0.82, 0.01, 0.16, 0.15, 0.12, 0.08, 0.05, 0.02],
  "gap_ha": 0.3270,
  "total_charge": -1,
  "e_tot_ha": -1226.3011,
  "homo_energy_ev": -6.089,
  "de_lowest_kcal_mol": 119.0
}